Below is 7 unconnected molecules or ions with the total composition C76H170N3O4P4 at a distorted geometry, with properties calculated with the ωB97M-V functional and the def2-TZVPD basis.

```
257
Properties=species:S:1:pos:R:3:lowdin_charge:R:1
O 0.7276 1.1738 -3.0574 0.0434
C 0.7158 1.9290 -1.9103 -0.7759
O 0.5981 1.3177 -0.8229 -0.0292
O 0.8634 3.1905 -2.0086 -0.0814
H 0.4551 0.3460 -2.6114 0.0746
C 4.6754 6.0737 -3.7977 -0.0352
C 3.2313 5.9715 -4.3022 -0.1591
N 3.0466 4.8628 -5.2440 -0.0437
C 3.5636 4.7179 -6.5136 0.0241
C 2.9688 3.6052 -7.0127 0.0081
N 2.1430 3.0542 -6.0562 -0.0582
C 2.2695 3.8159 -4.9608 -0.0428
C 1.3335 1.8344 -6.0871 0.0308
H 5.3457 6.2671 -4.6335 0.0884
H 5.0447 5.1834 -3.2915 0.0659
H 4.6702 6.8899 -3.0748 0.0822
H 2.8781 6.8893 -4.7681 0.1340
H 2.5853 5.7433 -3.4545 0.0955
H 4.1101 5.5371 -6.9491 0.1490
H 3.0852 3.0609 -7.9364 0.1454
H 1.7802 3.6701 -3.9995 0.1322
H 1.2755 1.5465 -7.1377 0.1092
H 0.3536 2.0387 -5.6782 0.0755
H 1.8991 1.0191 -5.6428 0.0900
C -0.5095 -11.0109 -6.3313 -0.0930
C -0.2682 -9.5087 -6.4365 -0.2780
C -0.2785 -8.8205 -5.0716 -0.2386
C -0.3484 -7.2964 -5.3090 -0.2687
P 0.4370 -6.2716 -4.0735 1.0009
C -0.3148 -6.3890 -2.4169 -0.2402
C -1.7138 -5.7155 -2.2814 -0.2258
C -2.1757 -5.8549 -0.8248 -0.2580
C -1.4823 -4.9447 0.1789 -0.0952
C 0.2786 -4.5112 -4.5769 -0.2468
C 1.0430 -3.5426 -3.6617 -0.2433
C 1.8374 -2.4861 -4.4283 -0.2395
C 2.6141 -1.5930 -3.4709 -0.1053
C 2.2128 -6.6259 -4.0294 -0.2565
C 2.9485 -6.2635 -5.3273 -0.2457
C 4.4629 -6.4503 -5.1619 -0.2561
C 5.2337 -6.0626 -6.4264 -0.0873
H 0.1836 -11.4748 -5.6254 0.0795
H -0.4392 -11.5623 -7.2665 0.0837
H -1.5208 -11.1904 -5.9597 0.0814
H -1.0431 -9.1179 -7.1033 0.1173
H 0.6788 -9.2563 -6.9242 0.1120
H 0.5764 -9.2431 -4.5390 0.1131
H -1.1729 -9.1616 -4.5451 0.1178
H -1.3640 -6.9483 -5.5056 0.1147
H 0.1977 -7.0220 -6.2195 0.0987
H 0.3525 -5.8897 -1.7117 0.0870
H -0.4270 -7.4469 -2.1776 0.1094
H -2.4086 -6.2799 -2.9044 0.1171
H -1.7242 -4.6630 -2.5616 0.0894
H -2.1986 -6.8815 -0.4559 0.1180
H -3.2408 -5.6167 -0.9378 0.1150
H -1.2906 -3.9458 -0.2225 0.0576
H -0.4977 -5.3552 0.4196 0.0614
H -2.0581 -4.8628 1.1004 0.0583
H -0.7954 -4.3214 -4.5553 0.0921
H 0.6180 -4.5065 -5.6131 0.0963
H 1.6710 -4.0449 -2.9183 0.0938
H 0.3397 -3.0321 -2.9938 0.1028
H 1.1531 -1.9139 -5.0640 0.1140
H 2.4750 -2.9388 -5.1922 0.1078
H 1.9903 -1.1381 -2.6909 0.0495
H 3.0566 -0.6807 -3.8782 0.0587
H 3.3660 -2.1450 -2.9019 0.0836
H 2.2984 -7.6873 -3.7907 0.1075
H 2.5833 -6.0091 -3.2080 0.0899
H 2.6905 -5.2697 -5.6983 0.0902
H 2.5950 -6.9119 -6.1366 0.1167
H 4.6615 -7.4957 -4.9172 0.1188
H 4.7752 -5.8881 -4.2763 0.1070
H 4.9126 -5.1066 -6.8437 0.0711
H 5.0315 -6.8234 -7.1784 0.0843
H 6.2856 -5.9734 -6.1652 0.0807
C 3.5049 2.5450 5.5186 -0.0923
C 2.2793 2.0523 4.7895 -0.2663
C 2.5797 1.1447 3.5859 -0.2310
C 3.0541 1.8606 2.2994 -0.2403
P 3.8859 0.8106 1.0823 1.0203
C 4.2063 1.8759 -0.3138 -0.2537
C 4.7370 1.1320 -1.5488 -0.2243
C 4.6126 1.9636 -2.8121 -0.2718
C 5.4654 1.5004 -3.9945 -0.0777
C 5.4148 0.1386 1.7379 -0.2557
C 6.2931 1.2327 2.3969 -0.2562
C 7.6970 0.7248 2.7031 -0.2593
C 8.5150 1.7497 3.4579 -0.1062
C 2.8459 -0.6472 0.6500 -0.2277
C 3.0071 -1.9045 1.5395 -0.2476
C 2.0914 -3.0725 1.1547 -0.2517
C 2.4401 -4.3320 1.9717 -0.0837
H 4.0944 1.7191 5.9203 0.0869
H 3.2808 3.2405 6.3252 0.0853
H 4.1877 3.0655 4.8379 0.0673
H 1.5564 2.8169 4.4789 0.1031
H 1.6572 1.4981 5.5025 0.1004
H 1.7524 0.4440 3.5014 0.0762
H 3.4408 0.5464 3.9096 0.1033
H 3.7227 2.6815 2.5763 0.0988
H 2.2536 2.4072 1.7883 0.0980
H 4.8373 2.7332 -0.0837 0.1128
H 3.1876 2.2393 -0.5148 0.0869
H 4.1887 0.2036 -1.7205 0.0860
H 5.7794 0.8426 -1.3942 0.1234
H 4.8220 3.0299 -2.6390 0.0919
H 3.5706 2.1061 -3.1302 0.0848
H 5.1145 1.9372 -4.9277 0.0641
H 5.3566 0.4163 -4.1068 0.0717
H 6.5257 1.6616 -3.8090 0.0869
H 6.0090 -0.2237 0.8980 0.1111
H 5.1518 -0.5598 2.5304 0.0960
H 5.8459 1.6778 3.2899 0.0995
H 6.4187 2.0742 1.7041 0.1117
H 8.1431 0.4628 1.7401 0.1169
H 7.6859 -0.1728 3.3252 0.1194
H 8.9253 2.6206 2.9409 0.0808
H 9.3897 1.2635 3.8960 0.0838
H 8.0071 2.2019 4.3157 0.0778
H 2.9628 -0.9208 -0.3962 0.0752
H 1.8436 -0.2728 0.8754 0.0618
H 2.7394 -1.5880 2.5542 0.1029
H 4.0714 -2.1378 1.6046 0.1025
H 2.1990 -3.3357 0.0996 0.1029
H 1.0795 -2.7330 1.3805 0.0862
H 1.7946 -5.1300 1.6098 0.0605
H 2.3300 -4.1247 3.0360 0.0777
H 3.4845 -4.6060 1.8258 0.0826
C -2.0034 2.7805 3.9371 -0.0885
C -1.7260 3.3635 2.5495 -0.2556
C -2.9807 3.5712 1.6961 -0.2497
C -2.7515 4.1435 0.3093 -0.2708
P -4.0820 3.9051 -0.9045 1.0363
C -4.3005 2.1203 -1.2798 -0.2392
C -3.0398 1.2395 -1.2650 -0.2477
C -3.3194 -0.1800 -1.7039 -0.2356
C -2.0905 -1.0757 -1.4706 -0.0850
C -5.6297 4.5667 -0.1621 -0.2640
C -6.9429 4.2663 -0.8773 -0.2603
C -8.1196 4.9742 -0.1899 -0.2642
C -9.4490 4.5815 -0.8166 -0.0979
C -3.6934 4.7664 -2.4320 -0.2587
C -2.6814 4.0548 -3.3526 -0.2416
C -2.4906 4.8445 -4.6372 -0.2646
C -1.3176 4.3938 -5.4671 -0.0952
H -2.5155 1.8213 3.8526 0.0574
H -2.7118 3.4769 4.3947 0.0884
H -1.1130 2.7268 4.5588 0.0631
H -1.1203 2.6521 1.9757 0.0875
H -1.1640 4.2955 2.6451 0.1135
H -3.6230 4.3082 2.1912 0.1180
H -3.5301 2.6254 1.7429 0.1132
H -1.7815 3.8991 -0.1449 0.0921
H -2.6146 5.2338 0.2920 0.0975
H -4.7427 2.1299 -2.2793 0.1045
H -5.0314 1.7447 -0.5623 0.1032
H -2.6457 1.1886 -0.2438 0.1007
H -2.2173 1.6502 -1.8557 0.1001
H -3.5977 -0.2266 -2.7593 0.1198
H -4.1241 -0.6392 -1.1245 0.1191
H -1.7593 -0.9246 -0.4414 0.0573
H -1.2390 -0.7953 -2.0967 0.0530
H -2.2790 -2.1215 -1.7101 0.0615
H -5.5239 5.6481 -0.0234 0.1117
H -5.6172 4.1490 0.8490 0.0961
H -7.0699 3.1817 -0.8166 0.1106
H -7.0242 4.5710 -1.9248 0.1169
H -7.9468 6.0499 -0.1916 0.1176
H -8.1296 4.5696 0.8285 0.1150
H -9.7438 3.5433 -0.6470 0.0821
H -9.4845 4.8632 -1.8666 0.0814
H -10.2424 5.0461 -0.2240 0.0853
H -3.3406 5.7765 -2.1983 0.0983
H -4.5968 4.9482 -3.0207 0.1125
H -3.1526 3.0951 -3.5953 0.1079
H -1.7385 3.7521 -2.8866 0.0933
H -2.4011 5.9235 -4.4608 0.1130
H -3.4187 4.7738 -5.2149 0.1263
H -1.2580 4.8992 -6.4297 0.0898
H -1.4324 3.3201 -5.6384 0.0753
H -0.4041 4.6453 -4.9191 0.0607
C -1.9112 1.6634 7.8018 -0.0833
C -1.2799 0.3566 7.2860 -0.2593
C -1.8814 -0.8476 8.0112 -0.2290
C -1.5137 -2.2012 7.4048 -0.2551
P -2.6816 -3.0247 6.2515 1.0406
C -4.3297 -3.2393 7.0331 -0.2560
C -4.4041 -4.0057 8.3535 -0.2290
C -3.9813 -3.2963 9.6547 -0.2420
C -4.7038 -1.9742 9.9607 -0.0806
C -2.0616 -4.6420 5.7572 -0.2608
C -2.9510 -5.2621 4.6605 -0.2458
C -2.3902 -6.5314 4.0466 -0.2796
C -3.3580 -7.2187 3.1412 -0.1137
C -2.9955 -1.9333 4.8156 -0.2625
C -1.7486 -1.6484 4.0212 -0.2758
C -1.9314 -0.9055 2.6952 -0.2362
C -0.6363 -0.1960 2.2466 -0.0881
H -2.9548 1.6501 7.4835 0.0771
H -1.4335 2.5509 7.3930 0.0674
H -1.8411 1.6582 8.8874 0.0855
H -0.1994 0.4162 7.4488 0.1111
H -1.3663 0.2617 6.1999 0.0724
H -2.9749 -0.8416 8.0748 0.0826
H -1.6442 -0.8814 9.0764 0.1307
H -1.2177 -3.0025 8.0886 0.1007
H -0.6072 -2.1521 6.7834 0.0949
H -5.0078 -3.7255 6.3302 0.1008
H -4.7041 -2.2245 7.1944 0.0865
H -3.8732 -4.9593 8.3350 0.1110
H -5.4630 -4.2053 8.5474 0.1253
H -2.9041 -3.1139 9.5498 0.0798
H -4.0797 -4.0306 10.4522 0.1194
H -5.7167 -2.1318 10.3198 0.0875
H -4.6932 -1.3463 9.0656 0.0414
H -4.1269 -1.3816 10.6701 0.0828
H -1.9442 -5.3244 6.6014 0.1140
H -1.0409 -4.5450 5.3694 0.1020
H -3.0955 -4.5329 3.8574 0.0999
H -3.9099 -5.4930 5.1291 0.1176
H -2.0452 -7.2174 4.8280 0.1243
H -1.4963 -6.3846 3.4270 0.1084
H -4.3094 -7.5373 3.5762 0.0880
H -2.9601 -8.1704 2.7796 0.0863
H -3.5877 -6.5864 2.2781 0.0654
H -3.3920 -0.9498 5.1064 0.1095
H -3.8685 -2.2638 4.2431 0.1104
H -1.1918 -2.5667 3.7732 0.1123
H -0.9975 -1.1053 4.6040 0.0919
H -2.7422 -0.1836 2.8382 0.0961
H -2.2434 -1.6256 1.9340 0.1026
H -0.8402 0.4248 1.3762 0.0509
H 0.1600 -0.9252 2.1016 0.0523
H -0.3310 0.4414 3.0798 0.0578
C 1.5440 8.7932 -1.9325 0.0229
N 0.4187 8.6252 -0.9675 -0.3495
C 0.3625 9.8729 -0.0784 0.0347
C -0.9021 8.6031 -1.6484 -0.0009
C 0.7205 7.4575 -0.0314 -0.0813
C 1.0538 6.1309 -0.6712 -0.2414
O -0.0798 5.6654 -1.3725 -0.0950
H 1.6199 7.9062 -2.5504 0.0859
H 2.4229 9.1105 -1.3783 0.1209
H 1.2860 9.6141 -2.6040 0.1228
H 1.3426 10.1288 0.3185 0.1156
H -0.3234 9.6233 0.7250 0.1155
H 0.0316 10.6786 -0.7264 0.1161
H -1.1575 9.4946 -2.2141 0.1201
H -1.6842 8.4138 -0.9143 0.1138
H -0.9184 7.7448 -2.3203 0.0932
H -0.2142 7.2853 0.5035 0.1392
H 1.5245 7.8246 0.6013 0.1458
H 1.3044 5.4838 0.1775 0.1329
H 1.9415 6.1202 -1.3070 0.1047
H 0.1165 4.7720 -1.7421 0.0389
```

Output
**Net charge**: +5
**HOMO level**: -18.080 eV
**Max |F|**: 2.62 eV/Å
**Energy**: -131347.6123 eV